Entry 1:
A structure of composition C65H59F15GeIN2O5S2SeTa, computed with ωB97M-V/def2-TZVPD.

Output
relative energy (zero: lowest compared OMol25 entry of this formula, charge and spin): 0.0000 eV
M: 1756.7 g mol⁻¹
LUMO level: -0.58 eV
DFT total energy: -10125.6829 hartree
HOMO energy: -8.410 eV

Last column: Löwdin charge in e.
Element x y z (Å)
Ta  0.08931  0.08778  -0.42205  1.477
C  -6.08487  4.35218  -3.03476  -0.044
C  -5.87572  2.88517  -3.43474  -0.558
C  -5.94975  2.75839  -4.96199  -0.042
C  -7.00603  2.05795  -2.82290  -0.067
C  -4.50405  2.41202  -2.95983  -0.161
C  -4.32979  1.33208  -2.11205  -0.042
C  -3.04441  0.95475  -1.75336  -0.380
Se  -2.70050  -0.35025  -0.42789  1.259
C  -2.89347  0.81817  1.08264  -0.342
C  -4.13518  0.99775  1.65741  -0.037
C  -4.28394  1.90641  2.70077  -0.156
C  -3.14342  2.56525  3.13986  0.024
C  -1.86425  2.39895  2.60278  -0.067
C  -1.76771  1.52137  1.52349  -0.275
O  -0.62032  1.32449  0.83594  -0.315
C  -0.71322  3.19988  3.22672  -0.521
C  0.67108  2.87772  2.66056  -0.057
C  -0.66575  2.90292  4.73448  -0.036
C  -0.98140  4.69479  3.00348  -0.034
C  -5.63091  2.19662  3.36070  -0.557
C  -5.93887  3.69638  3.25027  -0.043
C  -6.77018  1.42390  2.69667  -0.065
C  -5.56642  1.79408  4.83998  -0.042
C  -1.90803  1.59459  -2.23209  -0.309
O  -0.69374  1.09027  -1.91935  -0.373
C  -2.05597  2.75403  -3.01464  -0.066
C  -3.35600  3.09875  -3.36587  0.037
C  -0.86972  3.64883  -3.37203  -0.513
C  -0.24542  4.17158  -2.06728  -0.031
C  -1.29669  4.86438  -4.19651  -0.065
C  0.18250  2.87442  -4.17890  -0.042
H  -7.07424  4.68976  -3.35178  0.085
H  -5.34632  5.00839  -3.49688  0.077
H  -6.01132  4.47418  -1.95206  0.089
H  -6.92128  3.10436  -5.32274  0.085
H  -5.81680  1.72068  -5.27378  0.092
H  -5.17700  3.35512  -5.44908  0.080
H  -7.96668  2.43343  -3.17959  0.086
H  -7.00816  2.12365  -1.73234  0.081
H  -6.93665  1.00518  -3.10500  0.087
H  -5.17348  0.78772  -1.71036  0.100
H  -4.97754  0.42992  1.28763  0.100
H  -3.24969  3.26244  3.96162  0.105
H  0.91276  1.81731  2.73627  0.053
H  1.41270  3.43670  3.23729  0.089
H  0.77523  3.16686  1.61550  0.086
H  -0.50929  1.83698  4.91318  0.077
H  -1.57869  3.20128  5.25042  0.076
H  0.16410  3.44942  5.18859  0.089
H  -1.01586  4.92572  1.93684  0.090
H  -0.18221  5.28819  3.45381  0.089
H  -1.92658  5.01052  3.44818  0.079
H  -5.94421  4.01602  2.20628  0.091
H  -5.20232  4.30059  3.78185  0.077
H  -6.91959  3.91055  3.68074  0.086
H  -6.85029  1.65780  1.63262  0.083
H  -7.71624  1.69547  3.16791  0.087
H  -6.64606  0.34410  2.80397  0.088
H  -4.79984  2.35715  5.37490  0.078
H  -5.33596  0.73199  4.94427  0.091
H  -6.52518  1.98702  5.32694  0.086
H  -3.49251  3.96850  -3.99347  0.095
H  -0.94439  4.82848  -1.54296  0.091
H  0.65959  4.74152  -2.29220  0.092
H  0.03513  3.35917  -1.40091  0.038
H  -2.02149  5.49007  -3.67091  0.085
H  -1.71876  4.57713  -5.16254  0.091
H  -0.41458  5.47610  -4.39242  0.088
H  0.68143  2.13498  -3.55939  0.022
H  0.93775  3.56800  -4.55400  0.081
H  -0.27619  2.36927  -5.03355  0.099
C  1.23338  -0.57178  5.74472  -0.073
C  2.22192  -1.47040  5.01688  -0.194
N  2.56314  -0.98621  3.67176  -0.108
C  3.89161  -0.38627  3.51220  -0.234
C  3.95376  1.04711  4.01361  -0.055
C  1.66954  -1.08075  2.68004  -0.620
S  2.09774  -0.36372  1.16553  0.714
N  0.55716  -1.76510  2.99792  0.121
C  -0.45527  -1.89907  2.17332  -0.383
O  -0.68152  -1.29293  1.08307  -0.267
C  -1.51015  -2.86754  2.61836  -0.115
C  -2.60276  -3.14849  1.80469  -0.032
C  -3.57622  -4.04509  2.21564  -0.068
C  -3.46581  -4.67162  3.44866  -0.079
C  -2.37697  -4.39975  4.26597  -0.072
C  -1.40349  -3.50509  3.85323  -0.018
H  1.09238  -0.92868  6.76649  0.078
H  0.26708  -0.57772  5.24186  0.060
H  1.59398  0.45648  5.79146  0.064
H  1.82566  -2.48106  4.93256  0.110
H  3.16068  -1.52416  5.56754  0.117
H  4.17715  -0.43189  2.46725  0.051
H  4.58515  -1.02533  4.06153  0.122
H  3.18965  1.65050  3.52272  0.058
H  4.92819  1.47892  3.78264  0.083
H  3.80662  1.10628  5.09328  0.071
H  -2.68999  -2.66876  0.84013  0.040
H  -4.42019  -4.25644  1.57135  0.105
H  -4.22529  -5.37252  3.77088  0.104
H  -2.28617  -4.88806  5.22757  0.104
H  -0.55240  -3.28517  4.48070  0.101
I  -4.26119  -5.58204  -4.67734  0.878
C  -2.63420  -4.54735  -3.89368  -0.733
C  -1.51330  -4.33240  -4.68550  -0.133
C  -0.43728  -3.63605  -4.16143  0.003
C  -0.48888  -3.14745  -2.86080  -0.120
C  -1.61029  -3.37638  -2.07423  -0.023
C  -2.68570  -4.08360  -2.58605  -0.135
C  0.66547  -2.35813  -2.35761  -0.498
O  1.75776  -2.37106  -2.85875  0.112
O  0.39295  -1.61390  -1.28998  -0.245
H  -1.48284  -4.70272  -5.70088  0.096
H  0.44979  -3.45763  -4.75612  0.127
H  -1.62910  -3.01959  -1.05331  0.075
H  -3.55732  -4.27214  -1.97385  0.094
F  4.85424  -0.07090  0.09730  0.034
C  4.94018  -1.20389  -0.61348  -0.267
C  4.48467  -1.23503  -1.92024  -0.125
C  4.69277  -2.41672  -2.61457  -0.223
F  4.32904  -2.54302  -3.89018  0.111
C  5.29309  -3.52015  -2.03349  -0.133
F  5.47304  -4.64152  -2.73089  0.129
C  5.70285  -3.45911  -0.71360  -0.127
F  6.27393  -4.51358  -0.14321  0.139
C  5.53155  -2.28878  0.00310  -0.135
F  5.94432  -2.21242  1.27196  0.119
Ge  3.54998  0.32273  -2.63379  0.776
S  2.11822  1.31172  -1.29679  0.324
C  2.92273  0.02739  -4.47079  -0.123
C  1.61159  -0.15394  -4.87211  -0.229
F  0.60722  -0.16122  -3.99254  0.078
C  1.25640  -0.33794  -6.19787  -0.135
F  -0.02275  -0.51076  -6.53648  0.123
C  2.23451  -0.33921  -7.17582  -0.127
F  1.90564  -0.51035  -8.45133  0.139
C  3.55867  -0.16670  -6.81336  -0.133
F  4.51326  -0.18105  -7.74312  0.129
C  3.87041  0.00585  -5.47835  -0.223
F  5.17155  0.12622  -5.16542  0.098
C  4.85606  1.78690  -2.88448  -0.138
C  6.16201  1.82398  -2.42448  -0.204
F  6.73209  0.75264  -1.85858  0.105
C  6.97138  2.94121  -2.55148  -0.138
F  8.22402  2.92571  -2.09684  0.127
C  6.47733  4.07648  -3.16667  -0.132
F  7.24293  5.15312  -3.29913  0.139
C  5.18296  4.07740  -3.65408  -0.136
F  4.69730  5.16282  -4.25554  0.127
C  4.40896  2.94176  -3.50547  -0.228
F  3.16140  2.99197  -3.99695  0.073

Entry 2:
A structure of composition C3H7NO in a non-equilibrium geometry, computed with ωB97M-V/def2-TZVPD.

Output
relative energy (zero: lowest compared OMol25 entry of this formula, charge and spin): 3.3519 eV
M: 73.1 g mol⁻¹
LUMO level: 0.92 eV
DFT total energy: -248.4033 hartree
HOMO energy: -8.888 eV

Last column: natural (NBO) charge in e.
Element x y z (Å)
C  -0.62636  0.12146  0.45886  -0.060
C  0.60327  0.71833  -0.13433  -0.527
N  -0.48391  -0.85637  1.43733  -0.841
C  0.45360  -0.04190  -1.49858  0.323
O  0.42463  0.59047  -2.57120  -0.578
H  0.37516  -0.86517  1.97339  0.389
H  -1.33851  -1.21295  1.84828  0.390
H  0.92011  -1.04578  -1.43376  0.150
H  -1.44589  0.81783  0.61766  0.200
H  -0.90631  -0.47532  -0.76835  0.109
H  1.52373  0.46207  0.39354  0.209
H  0.50047  1.78732  -0.32284  0.237

Entry 3:
A structure of composition C32H42CdN10OS3, computed with ωB97M-V/def2-TZVPD.

Output
relative energy (zero: lowest compared OMol25 entry of this formula, charge and spin): 0.1172 eV
M: 791.4 g mol⁻¹
LUMO level: 0.43 eV
DFT total energy: -3229.6784 hartree
HOMO energy: -6.952 eV

Last column: Löwdin charge in e.
Element x y z (Å)
Cd  0.62888  -0.32423  -0.15033  1.408
C  -0.95833  -1.34198  3.26421  -0.208
C  -0.74415  -0.11491  2.65439  -0.196
C  -1.22904  -0.19420  1.30832  -0.321
C  -1.76974  -1.51445  1.15033  -0.208
C  -1.58267  -2.20990  2.32852  -0.160
H  -0.74601  -1.58066  4.29892  0.079
H  -0.35808  0.77220  3.13796  0.075
H  -1.53630  0.67374  0.73161  0.057
H  -2.22768  -1.90663  0.25418  0.063
H  -1.84344  -3.24445  2.50209  0.083
C  1.20071  2.35993  1.59347  -0.084
N  1.70316  3.11850  0.48040  -0.098
C  3.06595  3.61320  0.46120  -0.118
C  3.07498  4.34044  -0.87132  -0.130
N  2.12486  3.56098  -1.65735  -0.087
C  1.73304  4.15299  -2.91922  -0.055
C  1.29797  2.85123  -0.80241  -0.380
N  0.31243  2.05236  -1.03162  0.036
C  -0.17984  1.82919  -2.37785  -0.254
C  -1.35520  0.87242  -2.31074  -0.254
N  -0.89543  -0.46672  -1.95995  0.027
C  -1.65714  -1.46154  -2.26482  -0.412
N  -1.24777  -2.76478  -2.25584  -0.094
C  0.16297  -3.09551  -2.29824  -0.044
C  -2.18785  -3.55935  -3.02764  -0.131
C  -3.47076  -2.76475  -2.85915  -0.135
N  -2.97855  -1.39850  -2.68150  -0.078
C  -3.89331  -0.46740  -2.02064  -0.048
H  1.45288  2.88263  2.51728  0.096
H  1.62749  1.35338  1.64542  0.024
H  0.11834  2.28146  1.51342  0.068
H  3.78641  2.78802  0.46410  0.114
H  3.25701  4.27088  1.30904  0.124
H  4.05488  4.33888  -1.34851  0.115
H  2.72572  5.37603  -0.76016  0.125
H  2.61144  4.64909  -3.33227  0.088
H  0.94386  4.90587  -2.80304  0.096
H  1.41163  3.40971  -3.64043  0.070
H  0.59011  1.39351  -3.02917  0.113
H  -0.54126  2.75386  -2.83897  0.106
H  -1.86651  0.85072  -3.27916  0.117
H  -2.05385  1.27954  -1.57239  0.096
H  0.61379  -3.00876  -1.31342  0.038
H  0.70291  -2.45028  -2.99636  0.083
H  0.26317  -4.12999  -2.62013  0.092
H  -2.26338  -4.57414  -2.63983  0.124
H  -1.88369  -3.60627  -4.08153  0.127
H  -4.01085  -3.08944  -1.96248  0.123
H  -4.13596  -2.84058  -3.71838  0.122
H  -4.84780  -0.97034  -1.87019  0.088
H  -4.06963  0.42583  -2.61877  0.083
H  -3.51449  -0.17549  -1.04015  0.082
N  1.85718  -2.09825  4.20996  0.195
C  2.69847  -3.05717  3.79587  -0.516
N  3.48063  -3.66447  4.72379  0.162
N  2.81520  -3.46626  2.55349  0.131
C  2.06207  -2.86005  1.66550  -0.350
N  1.41679  -2.36175  0.84654  0.130
H  1.68274  -1.98190  5.19256  0.113
H  1.12961  -1.76164  3.58123  0.053
H  3.65932  -3.19056  5.59136  0.102
H  4.23919  -4.20603  4.34468  0.107
O  2.66691  0.18828  -0.65982  -0.344
C  3.86236  -0.44680  -0.93093  -0.631
C  4.78989  0.59643  -1.57690  -0.484
C  4.41472  1.51179  -2.51256  -0.184
C  5.49760  2.29964  -2.99000  -0.191
C  6.67765  1.97118  -2.39547  -0.418
S  6.47714  0.70645  -1.26035  1.066
C  3.75436  -1.61874  -1.91821  -0.428
C  3.72605  -2.95999  -1.67214  -0.146
C  3.62541  -3.75175  -2.84951  -0.193
C  3.57928  -2.99457  -3.97808  -0.428
S  3.67162  -1.32646  -3.61825  1.060
C  4.53982  -0.93912  0.34632  -0.503
C  5.57776  -1.80113  0.54051  -0.164
C  6.01478  -1.84964  1.89477  -0.184
C  5.29568  -1.01998  2.69770  -0.426
S  4.07899  -0.19144  1.82137  1.041
H  3.38872  1.61321  -2.82943  0.096
H  5.40264  3.07377  -3.73954  0.098
H  7.64890  2.41074  -2.55631  0.058
H  3.79795  -3.37651  -0.67985  0.102
H  3.60054  -4.83262  -2.84892  0.100
H  3.51138  -3.32842  -5.00128  0.060
H  6.02501  -2.37236  -0.26058  0.116
H  6.82741  -2.47123  2.24462  0.098
H  5.41089  -0.86023  3.75829  0.058

Entry 4:
The molecule C4H9N in a non-equilibrium geometry, computed with ωB97M-V/def2-TZVPD.

Output
relative energy (zero: lowest compared OMol25 entry of this formula, charge and spin): 1.1895 eV
SMILES: C=C(C)NC
M: 71.1 g mol⁻¹
LUMO level: 1.12 eV
DFT total energy: -212.5075 hartree
HOMO energy: -7.894 eV

Last column: natural (NBO) charge in e.
Element x y z (Å)
C  -1.24266  -0.72665  -0.78408  -0.502
C  0.00614  -0.36358  -0.44432  0.211
C  1.23913  -1.17444  -0.70429  -0.643
N  0.28434  0.85383  0.19864  -0.664
C  -0.51024  1.38010  1.30559  -0.403
H  -1.23495  -1.61286  -1.41238  0.196
H  -2.11554  -0.42313  -0.22745  0.208
H  1.60560  -1.73132  0.13978  0.228
H  1.11140  -1.76164  -1.61501  0.214
H  2.05560  -0.49234  -0.97733  0.205
H  0.89324  1.54523  -0.19932  0.381
H  -1.32539  2.05034  1.00079  0.171
H  -0.92635  0.49378  1.78512  0.201
H  0.15970  1.96267  1.93425  0.197